[1]
Density functional theory data (ωB97M-V with the def2-TZVPD basis set) for 4 unconnected molecules or ions with the total composition C22H54NO6P2S in a non-equilibrium geometry.

The geometry in ORCA input format:
```
! RIJCOSX wB97M-V def2-TZVPD def2/J DEFGRID3
* xyz 1 1
C -1.1290 -3.1899 -2.4955
C -1.3620 -4.0787 -1.1535
C -1.3658 -3.2043 0.1820
O -0.1066 -3.1771 0.8960
C 0.6905 -2.0337 0.5643
P -0.0305 -0.3874 1.2240
C 1.4644 0.7172 1.6405
C 2.5589 0.4164 0.4888
C 3.4902 1.6660 0.1454
C 4.4236 1.1909 -1.0943
C 3.6273 1.1998 -2.4886
C 3.3935 2.6650 -3.0948
C 1.8780 2.8363 -3.5663
C 1.5959 2.4089 -5.0834
O 2.7391 1.8007 -5.7391
C 2.4814 0.4664 -6.1162
C 2.9197 0.0455 -7.6045
O 1.9856 -0.4039 -5.3795
C -0.8584 0.4375 -0.2817
N -1.8731 1.4564 0.1301
C -2.4680 1.9933 -1.1372
P -1.3820 -0.7218 2.9067
S -1.4525 0.8467 4.0472
H -2.0581 -3.1731 -3.1589
H -0.3022 -3.6946 -3.0873
H -0.7823 -2.1327 -2.2696
H -2.4304 -4.4863 -1.2650
H -0.6501 -4.9579 -1.0799
H -1.7914 -2.1832 -0.0825
H -2.1273 -3.6919 0.8883
H 1.6877 -2.1566 1.1225
H 0.9791 -1.9659 -0.5425
H 1.8324 0.3778 2.6720
H 1.1107 1.8029 1.6378
H 1.9470 0.2061 -0.4627
H 3.1474 -0.5048 0.8038
H 2.8985 2.6117 -0.1003
H 4.1800 1.8241 1.0437
H 5.4193 1.7296 -1.1280
H 4.6393 0.0812 -0.8771
H 2.6321 0.6429 -2.4304
H 4.2594 0.6267 -3.2480
H 3.6105 3.4669 -2.3029
H 4.1647 2.8143 -3.9134
H 1.1599 2.2350 -2.9087
H 1.6127 3.9448 -3.4509
H 1.3643 3.3764 -5.6576
H 0.6577 1.7595 -5.1637
H 3.8556 0.6624 -7.8329
H 2.0915 0.2984 -8.3539
H 3.1694 -1.0687 -7.6330
H -1.2825 -0.3146 -1.0244
H -0.0422 1.0131 -0.8537
H -2.6532 0.9896 0.6138
H -1.8521 2.8378 -1.5832
H -3.5230 2.3973 -0.9463
H -2.5889 1.1800 -1.9366
H -2.6723 -1.0850 2.3548
H -0.8465 -1.8347 3.6642
C -6.3242 -6.0813 -3.0338
C -4.9646 -6.2724 -2.3919
O -4.6772 -5.1888 -1.5109
H -6.3566 -5.1416 -3.5904
H -6.5528 -6.9030 -3.7158
H -7.1076 -6.0285 -2.2724
H -4.1832 -6.3030 -3.1536
H -4.9293 -7.2067 -1.8234
H -5.3660 -5.1726 -0.8349
C 1.0452 1.1392 8.0278
C 1.3098 -0.3066 7.6570
O 0.2114 -1.1227 8.0475
H 0.8843 1.2351 9.1041
H 1.8838 1.7769 7.7385
H 0.1393 1.5054 7.5357
H 2.2020 -0.6745 8.1668
H 1.4608 -0.4124 6.5769
H -0.5716 -0.7971 7.5867
C -1.8073 5.2897 5.3666
C -0.6977 5.2797 4.3339
O 0.1831 4.1855 4.5664
H -1.3920 5.3646 6.3744
H -2.4867 6.1290 5.2020
H -2.3818 4.3594 5.3263
H -0.1135 6.1997 4.3916
H -1.1068 5.1935 3.3219
H -0.3371 3.3752 4.5049
*
```

Output
Molar mass, g/mol: 522.69
LUMO, eV: -3.19
Total energy, Eh: -2457.3020
HOMO-LUMO gap, Ha: 0.322

---

[2]
Density functional theory data (ωB97M-V with the def2-TZVPD basis set) for a molecular structure, C22H54O11P2Si2 in a non-equilibrium geometry.

The geometry in ORCA input format:
```
! RIJCOSX wB97M-V def2-TZVPD def2/J DEFGRID3
* xyz 0 1
C -9.3002 5.3808 0.8104
C -8.2788 4.5564 -0.1136
C -8.9875 3.2693 -0.7703
C -7.5683 5.4655 -1.2163
C -5.9578 5.5089 -1.0517
Si -5.5952 6.7871 0.3283
O -4.2779 6.3917 1.3672
Si -4.4802 4.8349 2.1457
C -5.4043 5.0417 3.8385
C -6.7913 4.2374 3.7976
O -6.6028 2.8194 3.9700
C -2.7731 4.1412 2.4729
C -2.6653 2.4862 2.2049
C -3.8503 1.8474 1.2300
O -3.7424 1.6485 2.8020
H -9.9757 4.6551 1.3504
H -8.6956 5.9996 1.5468
H -9.9811 6.0339 0.1766
H -7.4650 4.1511 0.5523
H -9.0036 3.3430 -1.9041
H -10.0678 3.1963 -0.4514
H -8.4116 2.3403 -0.4928
H -7.8520 5.1404 -2.2555
H -7.8932 6.5558 -1.1183
H -5.5515 5.8964 -2.0377
H -5.5157 4.4873 -0.8759
H -5.2010 8.0335 -0.3733
H -6.8133 7.1605 1.0880
H -5.3880 4.0779 1.2914
H -4.7677 4.5151 4.6055
H -5.5700 6.1411 4.0627
H -7.4495 4.6148 4.6484
H -7.3737 4.4550 2.8506
H -7.0372 2.3653 3.2303
H -2.0189 4.6087 1.7688
H -2.4729 4.3019 3.5474
H -1.5647 2.0247 2.0995
H -3.3580 0.9220 0.8091
H -4.9370 1.9835 1.4055
O 1.1204 0.6152 0.9888
P 2.1631 -0.1859 1.7803
O 3.0830 -0.5536 0.4530
C 3.9025 0.4635 -0.1085
C 5.0918 0.7783 0.7811
O 1.2123 -1.5456 1.8331
C -0.1885 -1.4039 2.0068
C -0.8901 -1.5881 0.6753
O 3.2889 -1.0405 2.7306
C 3.4581 -2.4595 2.7222
C 4.0453 -3.0276 1.4466
H 3.3093 1.3634 -0.2971
H 4.2562 0.0928 -1.0735
H 4.7652 1.2010 1.7358
H 5.7550 1.4998 0.2961
H 5.6606 -0.1246 1.0077
H -0.4342 -0.4380 2.4531
H -0.5238 -2.1715 2.7081
H -0.4289 -0.9974 -0.1179
H -1.9441 -1.3122 0.7534
H -0.8266 -2.6329 0.3592
H 2.5333 -2.9687 2.9942
H 4.1593 -2.6694 3.5356
H 3.3213 -3.0058 0.6307
H 4.3380 -4.0699 1.5932
H 4.9237 -2.4630 1.1298
O 5.4948 -5.0981 -1.2997
P 5.7629 -5.4681 -2.7590
O 7.0873 -6.4191 -2.4689
C 6.8878 -7.7012 -1.8872
C 6.2550 -8.6695 -2.8705
O 6.5033 -4.0252 -3.1072
C 6.0106 -2.8272 -2.5005
C 6.8840 -2.4245 -1.3285
O 5.8270 -5.8750 -4.4126
C 6.8257 -5.4249 -5.3283
C 8.2119 -5.9918 -5.0973
H 6.2791 -7.6131 -0.9823
H 7.8704 -8.0736 -1.5893
H 5.2468 -8.3456 -3.1447
H 6.1867 -9.6702 -2.4352
H 6.8358 -8.7262 -3.7920
H 4.9731 -2.9463 -2.1807
H 6.0218 -2.0443 -3.2630
H 7.0748 -3.2642 -0.6584
H 6.4172 -1.6162 -0.7611
H 7.8616 -2.0826 -1.6795
H 6.8468 -4.3363 -5.3843
H 6.4860 -5.7637 -6.3118
H 8.6799 -5.5545 -4.2141
H 8.8570 -5.7714 -5.9515
H 8.1790 -7.0737 -4.9586
*
```

Output
Molar mass, g/mol: 612.78
LUMO, eV: -1.99
Total energy, Eh: -2959.7937
HOMO-LUMO gap, Ha: 0.276
Energy above the lowest of the compared OMol25 structures with the same formula, charge and spin, kcal/mol: 107.3

---

[3]
Density functional theory data (ωB97M-V with the def2-TZVPD basis set) for a molecular structure, C22H55BN3O14PSi2 in a non-equilibrium geometry.

The geometry in ORCA input format:
```
! RIJCOSX wB97M-V def2-TZVPD def2/J DEFGRID3
* xyz 0 1
C 4.6980 -1.2988 0.0083
C 3.1011 -1.5229 0.3143
C 2.2659 -2.1784 -0.9699
O 1.9937 -1.3666 -1.9977
O 1.8709 -3.5932 -1.0400
C 0.5889 -3.8554 -0.3698
C -0.3057 -2.5264 -0.0250
Si -2.1035 -2.9873 0.6196
C -3.2502 -1.4717 0.2978
C -3.8790 -1.5508 -1.2133
C -3.8681 -0.1440 -2.0522
O -3.7176 1.0724 -1.2393
C -2.5058 1.8324 -1.5853
C -0.9978 1.2273 -1.8048
O -2.6359 3.1839 -1.6924
O -2.0356 -3.5320 2.2874
Si -2.2433 -2.2200 3.4359
P -0.6620 -0.6978 3.4188
N -0.6861 0.0235 4.9036
O 0.9416 -1.4142 3.2849
O -0.9199 0.6072 2.2710
O -2.5766 -4.4059 -0.3693
B -2.5958 -5.5625 0.5482
O -1.4006 -6.4323 0.6475
O -3.8663 -5.7745 1.3160
H 5.2676 -2.3178 -0.1542
H 5.1626 -0.7305 0.9260
H 4.8776 -0.6625 -0.9725
H 2.6134 -0.4697 0.5058
H 2.8650 -2.1930 1.2479
H 0.0010 -4.6278 -1.0649
H 0.7929 -4.4524 0.6394
H 0.1393 -1.8253 0.8010
H -0.5079 -1.8848 -1.0100
H -2.5954 -0.5067 0.5073
H -4.1807 -1.3982 1.0407
H -3.4121 -2.4330 -1.8675
H -5.0270 -1.8534 -1.0869
H -4.9369 -0.0585 -2.5768
H -3.0978 -0.1974 -2.9629
H -0.7265 0.3064 -1.1358
H -0.2111 2.1152 -1.6842
H -0.9079 0.8654 -2.9367
H -3.5467 -1.5701 3.2870
H -2.2160 -2.8386 4.7826
H -1.4536 -0.4325 5.4763
H 1.4719 -0.7000 2.7887
H -0.3311 0.3600 1.4942
H -1.2976 -6.8625 -0.2534
H -4.5675 -5.9386 0.5962
C -4.9521 2.7491 1.9388
O -4.6735 2.1207 3.1828
C -3.3180 2.3068 3.6099
C -3.2780 3.1747 4.8775
N -3.6420 4.5649 4.5782
C -3.8492 5.3827 5.7791
C -5.0397 5.0110 6.6858
O -6.3148 5.2225 6.0765
C -6.7877 4.1255 5.3078
H -5.9643 2.4701 1.6346
H -4.9080 3.8364 2.0350
H -4.2532 2.4109 1.1667
H -2.6859 2.7253 2.8170
H -2.9263 1.3142 3.8546
H -2.2674 3.1485 5.3004
H -3.9686 2.7360 5.6045
H -4.5021 4.5718 4.0349
H -4.0000 6.4120 5.4314
H -2.9289 5.3861 6.3747
H -5.0093 5.6852 7.5498
H -4.9598 3.9983 7.0948
H -6.4518 3.1613 5.6999
H -6.4857 4.2405 4.2649
H -7.8808 4.1440 5.3313
C 4.1665 -2.1445 -5.3072
O 4.2001 -0.7309 -5.4506
C 4.3780 -0.0483 -4.2029
C 5.7419 0.6594 -4.1776
N 6.8398 -0.3114 -4.0936
C 8.1629 0.2884 -4.3025
C 8.4593 0.8680 -5.7001
O 8.5216 -0.1195 -6.7311
C 7.2681 -0.4317 -7.3221
H 3.9206 -2.5804 -6.2790
H 5.1412 -2.5260 -4.9945
H 3.3965 -2.4447 -4.5887
H 4.2571 -0.7173 -3.3419
H 3.5907 0.7102 -4.1443
H 5.7844 1.3292 -3.3114
H 5.8213 1.2639 -5.0865
H 6.7002 -1.0304 -4.7997
H 8.8969 -0.5022 -4.1039
H 8.3286 1.0650 -3.5468
H 9.4594 1.3151 -5.6580
H 7.7798 1.6824 -5.9731
H 6.5856 0.4230 -7.3370
H 6.8103 -1.2777 -6.8057
H 7.4506 -0.7437 -8.3541
*
```

Output
Molar mass, g/mol: 683.65
LUMO, eV: -0.44
Total energy, Eh: -3033.9701
HOMO-LUMO gap, Ha: 0.292

---

[4]
Density functional theory data (ωB97M-V with the def2-TZVPD basis set) for 13 unconnected molecules or ions with the total composition C22H56Cl2O14 in a non-equilibrium geometry.

The geometry in ORCA input format:
```
! RIJCOSX wB97M-V def2-TZVPD def2/J DEFGRID3
* xyz 0 1
C -4.3154 -3.1628 2.1170
C -3.2039 -2.2869 1.2886
C -2.7405 -2.7965 -0.0642
C -1.6467 -1.8246 -0.8747
O -0.6438 -2.4287 -1.5161
C -1.9025 -0.2100 -0.7494
C -1.7546 0.8993 -1.9530
Cl -3.3108 1.9107 -2.3140
C -0.5161 1.1727 -2.7463
C -0.3860 2.3241 -3.9329
Cl 1.0744 0.2100 -2.4029
C -2.3481 0.2949 0.6086
C -2.5500 -0.8416 1.8189
O -2.1890 -0.6162 3.0892
H -4.3121 -4.2692 1.6737
H -5.4343 -2.7823 1.9600
H -4.0183 -3.1232 3.2556
H -3.1217 -3.7903 -0.5535
H 0.5301 3.0111 -3.6044
H -0.1123 1.8735 -4.9866
H -1.3532 2.9661 -4.0793
H -2.5305 1.4427 0.7505
C 2.3266 4.6109 -6.2498
O 1.3608 4.5543 -5.2162
H 2.6346 3.5941 -6.5044
H 1.8912 5.0887 -7.1309
H 3.1958 5.1776 -5.9070
H 1.1067 5.4703 -5.0119
C 1.6687 -2.2475 1.0925
O 1.1575 -0.9277 1.0570
H 1.9256 -2.5015 2.1235
H 0.9096 -2.9433 0.7265
H 2.5649 -2.3089 0.4702
H 0.9386 -0.7308 0.1304
C -6.6948 -0.9725 -0.0925
O -5.3058 -0.7126 -0.0076
H -7.0033 -1.5461 0.7847
H -7.2426 -0.0272 -0.1181
H -6.9036 -1.5514 -0.9956
H -5.0615 -0.2028 -0.7987
C -9.7638 -3.0745 -0.6894
O -8.3822 -3.2144 -0.9648
H -10.1348 -2.1728 -1.1822
H -10.3027 -3.9445 -1.0726
H -9.9141 -2.9856 0.3894
H -8.0814 -4.0222 -0.5149
C 3.1561 -0.9703 4.8571
O 2.2792 -1.9640 4.3593
H 4.1303 -1.4232 5.0555
H 3.2699 -0.1776 4.1135
H 2.7523 -0.5585 5.7853
H 1.4238 -1.5329 4.1927
C 4.1959 0.3789 -5.4296
O 2.8333 0.0974 -5.6908
H 4.6541 0.7870 -6.3335
H 4.2693 1.1129 -4.6233
H 4.7115 -0.5421 -5.1463
H 2.4537 -0.2630 -4.8714
C 2.5950 -5.9743 4.3800
O 3.3531 -4.8933 4.8906
H 3.1992 -6.8836 4.4226
H 1.6956 -6.1084 4.9861
H 2.3206 -5.7701 3.3421
H 2.7915 -4.1012 4.8401
C 6.2651 5.7245 -6.4778
O 5.2993 5.6679 -5.4442
H 6.5731 4.7077 -6.7323
H 5.8297 6.2023 -7.3589
H 7.1343 6.2912 -6.1349
H 5.0452 6.5839 -5.2399
C 3.2908 -9.3357 5.8299
O 1.9282 -9.6173 5.5687
H 3.7489 -8.9276 4.9259
H 3.3642 -8.6017 6.6361
H 3.8063 -10.2567 6.1131
H 1.5486 -9.9776 6.3880
C 2.4268 -0.2329 8.7428
O 3.3313 0.5614 7.9976
H 2.5554 -1.2797 8.4580
H 2.6345 -0.1197 9.8097
H 1.4022 0.0785 8.5251
H 3.1940 1.4842 8.2716
C 0.7309 8.9784 -5.2976
O 0.2830 7.6664 -5.0108
H 1.8083 8.9547 -5.4770
H 0.2232 9.3507 -6.1908
H 0.5196 9.6307 -4.4467
H -0.6755 7.7190 -4.8563
C -1.0528 4.5220 1.2980
O -2.2332 4.0007 0.7155
H -0.2524 3.7850 1.1993
H -0.7651 5.4406 0.7807
H -1.2278 4.7271 2.3570
H -2.9250 4.6761 0.8182
*
```

Output
Molar mass, g/mol: 615.58
LUMO, eV: -1.16
Total energy, Eh: -2845.0244
HOMO-LUMO gap, Ha: 0.281